Below is an isolated molecule of C2H3OPS2, with properties calculated with ωB97M-V with the def2-TZVPD basis set.

Output
LUMO energy   0.2 eV
Relative energy (zero: lowest compared OMol25 entry of this formula, charge and spin)   9.1 kcal/mol
Frontier orbital gap   0.348 Eh
Molecular weight   138.15 g mol⁻¹

The geometry in ORCA input format:
```
! wB97M-V def2-TZVPD RIJCOSX def2/J DEFGRID3
* xyz 0 1
C -1.7826 -1.0357 1.2233
C -0.7566 -0.7549 0.6064
P 0.6494 -0.0422 -0.1480
O 0.1521 0.1509 -1.6735
S 2.3193 -0.9998 -0.1024
S 0.8474 1.9342 0.6198
H -2.5615 -1.4189 1.8108
H 1.1000 0.0376 -2.0402
H 0.0325 2.1288 -0.2962
*
```

Results of the Mulliken charge analysis, in e, for atoms 1 through 5: 0.376, -0.692, 0.485, -0.457, -0.402